[1]
Formula: C34H22BrF7IMnN2O8PS
Source: OMol25
Level of theory: ωB97M-V with the def2-TZVPD basis set

```
78
Properties=species:S:1:pos:R:3:forces:R:3:mulliken_charge:R:1
Mn -0.40429 -0.54269 -0.33432 -1.267 -1.463 1.440 0.30
C 2.21791 1.75071 -3.36972 -0.012 -0.036 0.102 -0.82
C 2.76761 0.49141 -2.78222 -0.567 -0.356 0.623 0.55
N 3.96081 0.08461 -3.15832 0.550 0.199 -0.360 -0.75
C 4.43501 -1.05689 -2.68202 0.010 -0.338 0.117 -1.00
C 3.75181 -1.88889 -1.79952 0.014 0.151 -0.141 1.09
C 4.37411 -3.21389 -1.41612 -0.143 -0.052 -0.271 -0.91
O 5.11791 -3.20939 -0.23352 0.219 0.072 0.558 -0.69
C 2.51611 -1.44879 -1.34312 -0.375 0.429 -0.350 0.49
C 1.64161 -2.17799 -0.34232 -0.135 -1.587 -1.539 -1.79
N 0.33541 -2.35109 -0.91712 0.061 -0.417 -0.151 0.01
C -0.36619 -3.49099 -0.87422 0.431 0.268 0.000 0.81
C 0.13381 -4.77889 -0.56952 0.002 0.003 -0.018 -0.56
C -0.70589 -5.84799 -0.37632 0.139 -0.017 -0.047 -0.55
C -2.07879 -5.72629 -0.52872 -0.333 -0.197 0.007 -0.76
C -2.60189 -4.51349 -0.94432 -0.005 -0.047 -0.060 -0.57
C -1.74699 -3.46159 -1.15482 -0.421 0.638 -0.280 -0.14
I -2.57689 -1.59759 -1.85112 -0.158 -0.862 -0.202 0.06
C 1.98681 -0.23359 -1.84592 1.075 -0.469 -0.534 0.28
O 0.81151 0.20951 -1.50732 0.852 1.594 -1.113 -0.12
H 3.02101 2.30941 -3.84262 0.050 0.053 -0.083 0.38
H 1.74641 2.34691 -2.59002 -0.056 0.086 -0.043 0.07
H 1.45111 1.51311 -4.10942 -0.052 0.093 -0.093 0.11
H 5.42621 -1.33119 -3.02292 0.099 -0.148 -0.044 0.36
H 5.08031 -3.49109 -2.21002 -0.178 -0.028 0.016 0.47
H 3.58991 -3.99009 -1.38532 0.078 0.066 -0.065 0.15
H 4.54051 -2.89629 0.51278 0.280 -0.147 -0.423 0.55
H 2.11671 -3.10309 0.00748 -0.248 0.192 -0.171 1.25
H 1.19591 -4.89299 -0.42702 0.144 -0.031 0.100 0.31
H -0.28469 -6.79949 -0.08512 0.068 -0.123 0.046 0.36
H -2.73969 -6.55409 -0.33012 -0.086 -0.166 0.018 0.33
H -3.66379 -4.38409 -1.09122 -0.087 -0.030 -0.033 0.38
F -4.22619 6.23321 -2.69102 0.829 -0.778 0.448 -0.31
C -3.41069 5.28151 -2.15812 0.135 -0.104 0.318 0.41
C -2.98299 5.37491 -0.81762 -0.912 1.142 -0.845 0.26
F -3.32129 6.47701 -0.10222 0.098 -0.644 -0.339 -0.31
C -2.20919 4.39031 -0.27002 1.563 -1.298 0.196 0.23
F -1.73369 4.56041 0.98688 -0.651 0.148 -0.730 -0.35
C -1.77409 3.24831 -0.99802 -2.250 1.543 -0.633 -0.30
P -1.21279 1.76331 -0.11072 0.651 0.524 0.743 1.17
C 0.43011 2.33381 0.46498 -0.055 0.036 -0.052 1.25
C 1.08351 1.63771 1.48048 -0.363 0.098 0.047 -0.86
C 2.36291 1.99311 1.86208 0.103 0.362 0.038 -1.21
C 3.01321 3.02691 1.20718 -0.054 0.021 0.032 -0.76
C 2.38361 3.70461 0.17668 0.118 0.070 0.014 -0.57
C 1.09501 3.36421 -0.19052 -0.251 -0.007 0.079 -1.15
C -2.21759 1.72911 1.41818 -0.322 0.447 -0.121 0.98
C -1.78739 2.19171 2.65738 0.011 -0.073 -0.180 -0.24
C -2.58959 2.03191 3.77048 -0.047 -0.042 0.198 -0.73
C -3.83609 1.43881 3.66158 -0.037 0.054 -0.129 -0.52
C -4.29159 1.01901 2.42058 -0.175 0.049 0.145 -0.66
C -3.48539 1.15441 1.30918 0.230 0.142 -0.211 -0.66
C -2.19079 3.21351 -2.36412 1.392 -0.784 1.163 -0.05
Br -1.46959 1.83231 -3.45312 -0.461 0.305 0.134 -0.05
C -2.95329 4.20431 -2.92792 -0.695 0.974 -0.354 0.29
F -3.27479 4.17571 -4.24042 0.028 0.026 0.580 -0.34
H 0.59471 0.81651 1.99668 0.058 0.006 -0.024 0.95
H 2.84651 1.43411 2.64598 -0.004 0.038 0.004 0.61
H 4.02121 3.29051 1.48968 0.125 0.007 0.016 0.38
H 2.90221 4.49771 -0.34572 0.008 0.050 -0.050 0.38
H 0.58981 3.90381 -0.98112 0.099 0.048 -0.102 0.39
H -0.82519 2.67081 2.75418 0.060 -0.009 0.000 0.50
H -2.22919 2.36271 4.73398 0.013 0.041 0.092 0.43
H -4.44949 1.29991 4.53978 -0.058 -0.024 0.079 0.38
H -5.26659 0.56001 2.32968 -0.020 -0.054 -0.019 0.41
H -3.83019 0.81261 0.33848 0.032 -0.140 0.056 0.28
F -3.32339 -3.64039 2.59358 -0.002 -0.038 -0.227 -0.30
C -2.50199 -2.65069 3.01698 0.132 -0.203 -0.069 0.52
F -1.96809 -3.09209 4.16978 0.211 0.030 0.048 -0.31
F -3.30769 -1.62929 3.35198 0.023 0.285 -0.121 -0.15
C -1.39199 -2.33439 1.92558 -0.295 -0.641 0.607 0.18
O -0.51999 -3.16889 1.84488 0.091 -0.252 0.391 -0.47
O -1.60569 -1.29269 1.25698 -0.148 1.024 -0.206 -0.30
O 3.62351 -0.22299 0.84798 0.081 0.036 0.114 -0.62
S 2.85441 -1.16559 1.62338 0.665 0.273 0.574 1.51
O 3.44151 -2.49789 1.64288 -0.149 -0.224 0.251 -0.87
O 1.44131 -1.35459 0.81028 0.704 0.200 0.855 -0.26
O 2.45361 -0.70279 2.92628 -0.463 0.003 0.181 -0.80
```
Forces are in eV/Å.

## Properties
E_tot: -7481.75668 Ha
Multiplicity: 6
HOMO-LUMO gap (alpha / beta): 5.12 / 5.49 eV
LUMO level (alpha / beta): 3.421 / 3.419 eV
Charge: -2
Expectation value of S²: 8.763
HOMO level (alpha / beta): -0.062 / -0.076 Eh
Relative energy (zero: lowest compared OMol25 entry of this formula, charge and spin): 53.0 kcal/mol


[2]
Formula: C2H10N2
Source: OMol25
Level of theory: ωB97M-V with the def2-TZVPD basis set

```
14
Properties=species:S:1:pos:R:3:forces:R:3:mulliken_charge:R:1
N 2.13809 -1.17308 0.58384 2.304 0.089 -1.370 -0.62
H 3.10284 -0.83465 0.22421 -2.833 -0.347 0.725 0.24
H 2.29836 -1.76359 1.38674 -0.596 0.354 0.138 0.22
H 1.33107 -0.56189 0.53987 1.281 -0.016 0.616 0.20
C -1.16094 -0.02396 -1.31188 -3.635 1.878 -0.474 -0.74
N -0.97487 -0.02676 0.14475 3.079 0.736 -3.036 -0.02
C -0.43412 1.27706 0.55250 -2.418 0.332 3.894 -0.85
H -0.31019 0.23513 -2.02081 -0.343 -0.829 1.363 0.33
H -1.92348 0.83339 -1.59426 1.356 -1.428 0.700 0.35
H -1.71956 -0.94204 -1.44468 0.469 -0.382 -1.091 0.38
H -0.48913 -0.94970 0.24449 -0.644 0.599 1.621 0.37
H -1.25459 2.05367 0.54752 1.010 -0.799 -0.866 0.33
H -0.02946 1.38929 1.57892 -0.547 -0.980 -0.197 0.36
H 0.42199 1.42072 -0.00591 1.517 0.792 -2.022 0.45
```
Forces are in eV/Å.

## Properties
E_tot: -191.31209 Ha
Multiplicity: 2
HOMO-LUMO gap (alpha / beta): 10.45 / 4.84 eV
LUMO level (alpha / beta): -3.263 / -8.812 eV
Charge: +1
Expectation value of S²: 0.754
HOMO level (alpha / beta): -0.504 / -0.502 Eh
Relative energy (zero: lowest compared OMol25 entry of this formula, charge and spin): 35.2 kcal/mol


[3]
Formula: C33H32N5O2Sr
Source: OMol25
Level of theory: ωB97M-V with the def2-TZVPD basis set

```
73
Properties=species:S:1:pos:R:3:forces:R:3:mulliken_charge:R:1
Sr 0.05719 0.18602 0.34420 0.245 0.204 -0.237 1.97
C 4.39842 -3.20410 5.70712 0.005 0.001 -0.003 -1.62
C 3.64543 -2.78570 4.47504 -0.003 0.000 0.027 0.03
C 3.92663 -3.27522 3.23345 -0.007 0.008 -0.010 -0.75
C 3.20949 -2.88381 2.06593 -0.023 0.065 0.017 0.72
C 3.58334 -3.57448 0.89677 -0.028 -0.027 -0.004 -0.17
N 3.14256 -3.67710 -0.33828 0.054 0.007 -0.010 -0.05
C 2.00930 -3.12136 -1.09708 -0.006 -0.018 0.025 -1.20
C 0.68414 -3.77523 -0.72012 -0.003 -0.028 0.034 0.00
C -0.38532 -3.44988 -1.75373 -0.027 0.053 -0.043 -0.07
N -1.61302 -4.20487 -1.49466 -0.003 -0.043 0.011 0.05
C -2.85830 -3.80451 -1.42862 -0.019 -0.033 0.002 -0.48
C -3.43467 -2.52557 -1.31232 -0.006 0.082 0.015 0.66
C -4.79269 -2.42036 -1.74619 0.031 -0.027 0.003 -1.05
C -5.46696 -1.23887 -1.77829 -0.031 0.027 0.001 0.36
C -6.88044 -1.12125 -2.27590 0.009 -0.003 -0.002 -1.60
C -4.77287 -0.08272 -1.33466 0.015 0.031 0.002 -0.28
C -3.50815 -0.13870 -0.82986 0.015 -0.074 -0.002 0.29
C -2.67456 1.02545 -0.42154 0.033 -0.064 0.026 -0.79
N -2.42634 1.43883 0.75313 -0.128 0.173 -0.186 -0.45
C -3.22092 0.95151 1.87667 0.104 0.018 0.035 -0.86
C -2.36307 0.12253 2.82850 -0.094 0.070 0.115 -0.05
C -1.13673 0.84854 3.43212 -0.016 -0.040 -0.030 -0.97
N 0.06682 0.17702 2.94437 0.029 -0.054 0.032 0.04
C 0.75686 -0.49244 3.77366 0.039 -0.033 0.124 -0.63
C 1.87090 -1.39848 3.48212 0.014 0.016 -0.030 0.72
C 2.58021 -1.86779 4.56454 0.018 -0.019 -0.009 -0.46
C 2.20162 -1.85914 2.15317 -0.024 -0.028 -0.067 0.12
O 1.65071 -1.40281 1.11549 0.023 -0.008 0.142 -0.80
C -2.78301 -1.38473 -0.74672 0.009 0.010 0.005 0.64
O -1.65355 -1.43553 -0.15970 -0.194 -0.137 -0.061 -0.71
H 5.17296 -3.92971 5.46453 0.001 -0.002 0.002 0.36
H 3.73251 -3.65771 6.44268 -0.002 0.000 0.000 0.36
H 4.87957 -2.34851 6.18306 0.002 -0.001 0.001 0.35
H 4.71981 -4.00787 3.12496 -0.001 -0.003 -0.007 0.30
H 4.44217 -4.22186 1.04954 -0.004 -0.009 0.004 0.37
H 3.68916 -4.32366 -0.88654 0.010 0.012 -0.005 0.33
H 2.24386 -3.32814 -2.14235 -0.011 0.007 -0.002 0.39
H 1.96882 -2.04657 -0.97971 0.011 0.006 -0.024 0.48
H 0.36005 -3.42427 0.26069 0.009 -0.004 0.013 0.08
H 0.81990 -4.86138 -0.66221 0.000 0.002 -0.001 0.35
H -0.05486 -3.73979 -2.75562 0.021 -0.003 0.011 0.49
H -0.60529 -2.38884 -1.77752 0.013 -0.032 -0.007 -0.48
H -1.49802 -5.20740 -1.55096 0.002 0.000 0.000 0.34
H -3.56728 -4.62477 -1.51104 0.009 -0.004 0.002 0.45
H -5.28500 -3.32029 -2.10045 0.002 -0.004 0.003 0.33
H -7.26866 -2.08959 -2.58714 -0.001 -0.002 0.001 0.37
H -6.94054 -0.44530 -3.13041 -0.002 -0.001 0.001 0.36
H -7.53996 -0.72789 -1.50085 -0.001 0.001 0.002 0.36
H -5.27573 0.87771 -1.39294 -0.003 -0.001 0.003 0.49
H -2.06761 1.44843 -1.23087 0.022 0.031 0.021 0.55
H -4.08074 0.36338 1.54707 0.008 -0.031 0.012 0.44
H -3.59779 1.83978 2.38939 0.016 -0.017 0.015 0.45
H -2.01216 -0.75820 2.28537 -0.036 -0.074 0.066 -0.09
H -3.00646 -0.24902 3.62752 0.018 0.013 0.004 0.41
H -1.17230 0.85009 4.52579 -0.029 -0.062 0.003 0.38
H -1.10936 1.89176 3.11108 -0.033 -0.009 -0.056 0.42
H 0.50301 -0.44369 4.84037 -0.013 0.004 -0.008 0.22
H 2.30400 -1.50081 5.54927 0.001 -0.003 0.004 0.44
N -0.92890 -4.01407 -8.92176 0.010 -0.019 0.012 -0.48
C -0.67006 -3.40802 -7.98037 -0.016 0.016 -0.055 -0.03
C -0.36154 -2.65356 -6.79801 -0.018 -0.005 0.044 0.57
C 0.94302 -2.23169 -6.55201 0.001 0.008 0.021 -0.55
C 1.23417 -1.52367 -5.39995 0.024 -0.015 -0.033 -0.58
C 0.23261 -1.22453 -4.47144 -0.004 -0.019 0.014 0.37
C -1.07878 -1.64137 -4.74192 0.027 0.034 0.027 -0.35
C -1.37580 -2.34831 -5.89009 0.023 -0.008 -0.022 -0.69
C 0.52764 -0.55231 -3.24189 -0.076 -0.008 0.007 0.12
C 0.72254 -0.05053 -2.14070 0.019 0.068 0.004 -1.29
H 1.72257 -2.46099 -7.26575 -0.002 0.000 -0.004 0.47
H 2.24578 -1.19204 -5.20878 -0.003 0.005 0.008 0.52
H -1.86002 -1.39173 -4.03406 -0.022 -0.011 -0.012 0.54
H -2.38883 -2.66595 -6.09825 -0.006 0.007 0.009 0.48
```
Forces are in eV/Å.

## Properties
E_tot: -1731.47370 Ha
Multiplicity: 1
HOMO-LUMO gap: 6.87 eV
LUMO level: -3.292 eV
Charge: +1
HOMO level: -0.373 Eh
Relative energy (zero: lowest compared OMol25 entry of this formula, charge and spin): 37.3 kcal/mol


no.,F_max (eV/Å)
1,2.8
2,4.6
3,0.4